# C53H67FFeN4OPS

A structure of composition C53H67FFeN4OPS at a distorted geometry (wB97M-V/def2-TZVPD, OMol25).

The molar mass comes out at 914.03 g mol⁻¹. For the total energy, the calculation gives -4456.7182 Ha. The gap between HOMO and LUMO (alpha / beta) comes out at 6.8 / 6.4 eV.

Geometry as ORCA input:
```
! RIJCOSX wB97M-V def2-TZVPD def2/J DEFGRID3
* xyz 2 6
Fe 1.459 -1.364 -0.127
C 0.326 -4.528 -1.439
C 0.834 -4.625 -0.042
C 0.618 -5.790 0.694
C 1.124 -5.900 1.969
C 1.876 -4.854 2.480
C 2.063 -3.730 1.699
N 1.524 -3.593 0.471
C 2.965 -2.622 2.119
C 3.687 -2.588 3.304
C 4.591 -1.551 3.490
C 4.788 -0.612 2.491
C 4.025 -0.715 1.333
N 3.118 -1.674 1.197
C 4.191 0.127 0.124
C 5.225 1.036 0.028
C 5.392 1.740 -1.149
C 4.548 1.469 -2.196
C 3.537 0.520 -2.053
C 2.734 0.188 -3.259
N 3.329 -0.129 -0.888
H 0.015 -5.505 -1.800
H -0.534 -3.863 -1.489
H 1.103 -4.146 -2.098
H 0.063 -6.601 0.247
H 0.967 -6.797 2.551
H 2.316 -4.929 3.463
H 3.568 -3.348 4.060
H 5.169 -1.497 4.402
H 5.520 0.170 2.616
H 5.899 1.194 0.854
H 6.182 2.471 -1.247
H 4.656 1.982 -3.140
H 2.724 1.023 -3.955
H 3.193 -0.661 -3.766
H 1.718 -0.064 -3.011
C -3.150 -3.530 0.413
C -4.156 -3.346 -0.729
C -3.792 -4.209 -1.942
C -4.421 -1.893 -1.080
C -5.655 -1.376 -0.758
C -6.029 -0.110 -1.187
C -5.170 0.620 -1.979
C -3.900 0.175 -2.344
C -3.126 1.146 -3.253
C -3.156 2.595 -2.735
C -1.668 0.853 -3.603
C -3.504 -1.108 -1.853
N -2.277 -1.668 -2.008
C -1.651 -1.949 -3.166
C -2.343 -2.311 -4.341
C -1.678 -2.751 -5.469
C -0.291 -2.827 -5.487
C 0.429 -2.474 -4.348
C -0.264 -2.067 -3.238
F 0.491 -1.711 -2.101
H -2.815 -4.567 0.455
H -3.611 -3.305 1.374
H -2.281 -2.880 0.286
H -5.115 -3.725 -0.370
H -2.746 -4.103 -2.225
H -4.404 -3.957 -2.807
H -3.970 -5.259 -1.708
H -6.357 -1.986 -0.205
H -7.003 0.286 -0.937
H -5.512 1.575 -2.350
H -3.691 1.132 -4.193
H -2.418 2.727 -1.942
H -2.882 3.266 -3.549
H -4.118 2.921 -2.354
H -1.072 0.670 -2.705
H -1.255 1.732 -4.099
H -1.542 0.019 -4.285
H -3.424 -2.270 -4.317
H -2.245 -3.029 -6.345
H 0.232 -3.154 -6.373
H 1.504 -2.524 -4.327
O 0.161 -0.952 1.276
S -0.301 -0.427 2.652
C -0.267 -1.921 3.694
C -1.685 -2.168 4.232
C -2.500 -0.897 3.973
C -2.098 -0.417 2.587
H 0.456 -1.739 4.488
H 0.099 -2.710 3.051
H -1.661 -2.410 5.293
H -2.137 -3.015 3.714
H -2.262 -0.135 4.719
H -3.574 -1.072 4.026
H -2.438 0.586 2.347
H -2.390 -1.103 1.794
C -1.379 2.452 0.259
C -0.749 3.372 1.315
C -1.516 3.195 2.632
C -0.890 4.814 0.828
P 1.026 2.744 1.507
C 1.804 3.532 0.035
C 1.673 2.828 -1.162
C 2.039 3.384 -2.381
C 2.606 4.647 -2.421
C 2.796 5.345 -1.237
C 2.381 4.803 -0.032
C 1.808 3.550 3.045
C 1.442 2.650 4.238
C 1.429 4.991 3.396
C 3.324 3.447 2.886
H -2.446 2.666 0.170
H -1.260 1.393 0.495
H -0.930 2.614 -0.722
H -1.323 4.001 3.332
H -1.278 2.256 3.135
H -2.589 3.203 2.426
H -1.951 5.068 0.769
H -0.464 4.948 -0.166
H -0.422 5.526 1.501
H 1.244 1.830 -1.141
H 1.873 2.839 -3.300
H 2.889 5.088 -3.366
H 3.242 6.330 -1.255
H 2.501 5.395 0.860
H 0.386 2.705 4.490
H 2.004 2.974 5.116
H 1.697 1.606 4.038
H 0.390 5.082 3.695
H 1.606 5.696 2.589
H 2.034 5.316 4.245
H 3.731 4.133 2.151
H 3.597 2.437 2.589
H 3.801 3.658 3.845
*
```

# C53H67I2InN4O11S3Si

A structure of composition C53H67I2InN4O11S3Si at a distorted geometry (wB97M-V/def2-TZVPD, OMol25).

The molar mass comes out at 1429.05 g mol⁻¹. As for the energy relative to the best compared isomer or geometry (same formula, charge and spin): 183.0 kJ/mol. For the total energy, the calculation gives -5376.5345 Ha. The gap between HOMO and LUMO comes out at 6.9 eV.

Geometry as ORCA input:
```
! RIJCOSX wB97M-V def2-TZVPD def2/J DEFGRID3
* xyz -2 1
In -0.960 -0.505 0.301
C 3.661 -2.069 -4.389
C 3.981 -1.864 -2.908
N 2.906 -2.314 -2.023
C 3.040 -3.632 -1.392
C 2.509 -4.793 -2.232
C 1.782 -1.573 -1.908
S 0.401 -2.292 -1.205
N 1.806 -0.382 -2.518
C 1.009 0.626 -2.240
O 0.360 0.840 -1.180
C 0.978 1.696 -3.299
C 2.095 1.958 -4.087
C 2.063 2.982 -5.024
C 0.912 3.744 -5.187
C -0.214 3.464 -4.424
C -0.182 2.441 -3.485
H 4.472 -1.679 -5.010
H 2.740 -1.543 -4.641
H 3.532 -3.130 -4.617
H 4.167 -0.808 -2.728
H 4.878 -2.421 -2.638
H 2.498 -3.618 -0.451
H 4.098 -3.778 -1.173
H 1.451 -4.632 -2.445
H 2.602 -5.718 -1.657
H 3.055 -4.902 -3.173
H 2.982 1.352 -3.949
H 2.942 3.194 -5.624
H 0.889 4.547 -5.914
H -1.119 4.047 -4.558
H -1.056 2.194 -2.899
O -5.659 4.311 2.315
C -5.897 3.130 2.664
O -6.707 2.674 3.494
C -5.005 2.090 1.956
C -4.695 2.198 0.602
C -3.726 1.380 0.049
N -3.062 0.472 0.780
C -3.440 0.283 2.046
C -4.401 1.061 2.666
C -2.757 -0.848 2.771
O -3.224 -1.240 3.829
O -1.697 -1.321 2.196
H -5.187 2.952 0.001
H -3.457 1.428 -0.999
H -4.651 0.875 3.701
C 0.426 3.928 -0.457
S -1.007 2.841 -0.261
O -0.781 2.205 1.087
C -2.145 4.228 -0.109
C -2.415 4.879 1.079
C -3.337 5.916 1.092
C -3.972 6.302 -0.079
C -3.692 5.649 -1.274
C -2.774 4.609 -1.291
H 0.526 4.480 0.478
H 0.254 4.597 -1.301
H 1.294 3.296 -0.639
H -1.944 4.551 1.999
H -3.575 6.406 2.027
H -4.709 7.094 -0.052
H -4.206 5.928 -2.186
H -2.559 4.076 -2.213
I 1.186 -2.809 2.028
I 1.522 -5.792 2.375
C 0.443 -3.751 -7.178
C -1.019 -3.690 -6.803
C -1.964 -3.594 -7.818
C -3.312 -3.495 -7.505
C -3.713 -3.523 -6.186
C -2.784 -3.636 -5.140
N -3.339 -3.637 -3.852
C -2.767 -4.018 -2.619
C -2.289 -5.314 -2.432
C -1.823 -5.723 -1.192
C -1.858 -4.857 -0.107
C -2.336 -3.568 -0.288
C -2.771 -3.126 -1.534
C -3.143 -1.682 -1.783
O -4.200 -1.430 -2.368
O -2.277 -0.792 -1.447
C -1.411 -3.696 -5.453
C -0.355 -3.687 -4.378
H 0.549 -3.878 -8.256
H 0.953 -4.579 -6.680
H 0.963 -2.830 -6.898
H -1.641 -3.576 -8.854
H -4.050 -3.398 -8.293
H -4.765 -3.454 -5.929
H -4.050 -2.927 -3.712
H -2.290 -5.994 -3.277
H -1.445 -6.731 -1.057
H -1.499 -5.177 0.865
H -2.380 -2.897 0.567
H -0.160 -4.689 -3.984
H -0.660 -3.071 -3.535
H 0.585 -3.281 -4.751
C 5.194 2.141 2.460
C 3.790 2.345 3.015
C 2.965 3.188 2.045
C 3.861 3.019 4.385
O 3.219 1.041 3.139
Si 1.729 0.476 3.522
S 1.212 -0.432 1.618
O 1.827 -0.697 4.616
C 2.706 -1.309 5.563
C 2.343 -0.770 6.943
C 4.163 -0.995 5.241
C 2.477 -2.814 5.519
O 0.832 1.749 3.954
C -0.254 2.019 4.875
C 0.352 2.641 6.131
C -1.004 0.750 5.241
C -1.183 3.005 4.183
H 5.749 3.082 2.469
H 5.139 1.767 1.435
H 5.728 1.403 3.064
H 3.419 4.173 1.912
H 1.945 3.307 2.414
H 2.917 2.683 1.077
H 4.298 4.017 4.295
H 4.476 2.424 5.065
H 2.858 3.105 4.804
H 2.544 0.303 7.001
H 2.931 -1.276 7.712
H 1.283 -0.945 7.140
H 4.380 0.065 5.392
H 4.375 -1.244 4.200
H 4.810 -1.589 5.891
H 1.410 -3.033 5.440
H 2.871 -3.279 6.427
H 2.958 -3.268 4.651
H 1.104 1.966 6.547
H -0.427 2.801 6.879
H 0.829 3.597 5.902
H -0.336 0.022 5.703
H -1.440 0.293 4.358
H -1.815 0.979 5.934
H -0.666 3.953 4.006
H -2.072 3.181 4.794
H -1.491 2.599 3.220
*
```

# C53H67N2O2P2SSbSeY

A structure of composition C53H67N2O2P2SSbSeY (wB97M-V/def2-TZVPD, OMol25).

The molar mass comes out at 1147.77 g mol⁻¹. As for the energy relative to the best compared isomer or geometry (same formula, charge and spin): 0.0 kJ/mol. For the total energy, the calculation gives -6080.6578 Ha. The gap between HOMO and LUMO comes out at 6.8 eV.

Geometry as ORCA input:
```
! RIJCOSX wB97M-V def2-TZVPD def2/J DEFGRID3
* xyz 1 1
Y 0.347 0.300 0.061
C 3.194 1.969 3.160
C 2.507 0.696 3.651
C 3.416 -0.520 3.465
P 0.863 0.413 2.808
C -0.029 -0.780 3.927
C 0.297 -0.725 5.419
C 0.227 -2.195 3.383
C 0.082 2.044 2.958
C -0.620 2.481 4.079
C -1.071 3.784 4.162
C -0.897 4.628 3.071
C -0.267 4.189 1.925
C 0.298 2.907 1.857
N 1.058 2.437 0.781
C 1.864 3.307 0.060
C 2.227 4.599 0.502
C 2.977 5.457 -0.276
C 3.426 5.077 -1.535
C 3.202 3.775 -1.936
C 2.468 2.886 -1.150
P 2.522 1.110 -1.501
C 4.163 0.687 -0.674
C 5.369 1.578 -0.954
C 4.546 -0.788 -0.812
C 2.543 0.984 -3.367
C 3.887 0.628 -3.994
C 1.457 -0.018 -3.782
H 4.104 2.130 3.740
H 2.555 2.843 3.281
H 3.472 1.894 2.109
H 2.253 0.828 4.706
H 3.534 -0.745 2.401
H 3.023 -1.404 3.964
H 4.405 -0.317 3.879
H -1.087 -0.538 3.786
H 1.304 -1.093 5.617
H -0.402 -1.368 5.957
H 0.210 0.279 5.832
H 1.276 -2.475 3.494
H -0.017 -2.261 2.323
H -0.385 -2.926 3.913
H -0.796 1.802 4.904
H -1.551 4.140 5.064
H -1.269 5.644 3.114
H -0.216 4.836 1.063
H 1.927 4.921 1.487
H 3.229 6.436 0.112
H 3.987 5.762 -2.156
H 3.633 3.426 -2.868
H 3.864 0.859 0.369
H 5.848 1.319 -1.897
H 6.102 1.421 -0.159
H 5.117 2.636 -0.960
H 4.955 -0.996 -1.800
H 3.694 -1.444 -0.648
H 5.314 -1.037 -0.077
H 2.241 1.976 -3.709
H 4.183 -0.388 -3.734
H 4.672 1.314 -3.680
H 3.810 0.686 -5.081
H 1.749 -1.034 -3.511
H 1.291 0.021 -4.861
H 0.504 0.205 -3.291
S 1.345 -2.218 -0.675
Sb -0.345 -3.470 -1.586
C -1.179 -4.647 -0.010
C -2.526 -4.937 0.138
C -2.935 -5.758 1.181
C -2.002 -6.277 2.065
C -0.654 -5.981 1.910
C -0.238 -5.168 0.866
C 0.545 -5.035 -2.708
C 1.895 -5.030 -3.030
C 2.416 -6.045 -3.821
C 1.588 -7.053 -4.291
C 0.239 -7.062 -3.959
C -0.285 -6.054 -3.166
C -1.486 -2.537 -3.137
C -2.497 -1.624 -2.879
C -3.094 -0.953 -3.937
C -2.678 -1.196 -5.237
C -1.677 -2.127 -5.487
C -1.072 -2.801 -4.437
H -3.253 -4.540 -0.562
H -3.984 -5.999 1.297
H -2.319 -6.921 2.874
H 0.077 -6.395 2.592
H 0.816 -4.945 0.736
H 2.533 -4.237 -2.655
H 3.469 -6.050 -4.071
H 1.992 -7.836 -4.918
H -0.402 -7.857 -4.317
H -1.338 -6.065 -2.902
H -2.799 -1.406 -1.865
H -3.869 -0.227 -3.730
H -3.119 -0.653 -6.062
H -1.359 -2.320 -6.503
H -0.286 -3.519 -4.637
C -4.577 6.443 1.310
C -3.886 5.190 0.843
C -3.053 5.201 -0.266
C -2.426 4.051 -0.733
C -1.509 4.128 -1.921
C -2.650 2.846 -0.055
Se -2.030 1.199 -0.880
C -3.454 2.815 1.088
C -3.705 1.561 1.883
C -4.058 3.990 1.517
H -4.239 7.308 0.742
H -4.383 6.621 2.369
H -5.658 6.359 1.185
H -2.890 6.136 -0.793
H -1.400 5.157 -2.262
H -1.889 3.520 -2.744
H -0.522 3.737 -1.660
H -2.854 0.886 1.808
H -4.600 1.053 1.508
H -3.869 1.807 2.932
H -4.685 3.961 2.403
N -5.120 -1.798 1.483
C -4.117 -1.613 0.434
C -2.708 -1.748 1.019
O -2.677 -1.976 2.302
O -1.697 -1.615 0.344
H -5.692 -0.977 1.629
H -3.643 -2.020 2.555
H -5.735 -2.580 1.307
H -4.157 -0.621 -0.022
H -4.231 -2.339 -0.371
*
```